DFT (ωB97M-V/def2-TZVPD) results for 2 unconnected molecules or ions with the total composition C6H15NO2S at a distorted geometry.

Calculated values
lowest unoccupied orbital energy = 0.344 eV
calculated total energy = -840.902002 a.u.
energy relative to the best compared isomer or geometry (same formula, charge and spin) = 96.65 kcal per mole
HOMO = -9.465 eV
Kohn-Sham gap = 9.809 eV

The geometry in ORCA input format:
```
! RIJCOSX wB97M-V def2-TZVPD def2/J DEFGRID3
* xyz 0 1
C -1.005 -1.176 0.974
C -1.839 0.836 -0.325
C -0.412 1.052 1.681
C 2.478 -1.873 -1.036
C 0.488 0.251 -0.507
C -0.668 0.193 0.491
N 0.673 1.565 -0.939
O 1.943 -1.138 1.330
O 2.954 0.582 -0.081
S 2.028 -0.491 0.042
H -1.580 -1.752 0.291
H -1.756 -1.318 1.861
H -0.174 -1.711 1.350
H -1.372 0.728 -1.343
H -2.715 0.238 -0.173
H -1.867 1.925 -0.142
H -1.366 1.178 2.141
H 0.039 2.003 1.457
H 0.387 0.506 2.393
H 3.511 -2.168 -0.591
H 1.835 -2.671 -1.016
H 2.570 -1.581 -2.102
H 0.039 -0.631 -1.725
H 0.185 1.985 -1.741
H 1.645 1.798 -1.160
*
```

DFT (ωB97M-V/def2-TZVPD) results for a molecular structure, C6H15NO2Sn at a distorted geometry.

Calculated values
lowest unoccupied orbital energy = -11.141 eV
calculated total energy = -656.401450 a.u.
energy relative to the best compared isomer or geometry (same formula, charge and spin) = 0.00 kcal per mole
HOMO = -16.029 eV
Kohn-Sham gap = 4.888 eV

The geometry in ORCA input format:
```
! RIJCOSX wB97M-V def2-TZVPD def2/J DEFGRID3
* xyz 2 1
Sn 3.375 1.083 0.080
C 0.447 3.262 1.562
O 0.915 1.913 1.293
C 0.060 0.918 1.838
C 0.675 -0.405 1.465
N 1.025 -0.400 0.013
C 0.960 -1.719 -0.674
C -0.459 -1.997 -1.282
O -0.722 -0.949 -2.176
C -2.067 -0.878 -2.609
H 1.022 3.703 2.374
H -0.617 3.229 1.783
H 0.590 3.835 0.646
H -0.953 1.097 1.476
H 0.021 0.936 2.930
H 0.004 -1.238 1.692
H 1.557 -0.629 2.068
H 0.230 0.040 -0.456
H 1.260 -2.475 0.051
H 1.665 -1.727 -1.505
H -1.215 -1.931 -0.494
H -0.410 -2.931 -1.845
H -2.758 -0.984 -1.768
H -2.341 -1.741 -3.225
H -2.266 -0.014 -3.236
*
```